# C6H9NO

An isolated molecule of C6H9NO at a distorted geometry (wB97M-V/def2-TZVPD, the Open Molecules 2025 dataset).

Properties
Multiplicity: 1
SMILES string: [H]/N=C\C[C@H]1C=COC1
Charge: 0
Relative energy (zero: lowest compared OMol25 entry of this formula, charge and spin): 2.6829 eV
LUMO: 0.9 eV

Last column: natural (NBO) charge in e.
Atoms and positions in Å:
H -1.801 1.787 1.277  0.31
N -1.803 1.983 0.268  -0.60
C -1.289 0.949 -0.249  0.14
C -1.280 -0.398 0.283  -0.48
C 0.191 -0.846 0.449  -0.28
C 0.813 -1.146 -0.924  -0.32
C 1.498 -0.076 -1.286  0.13
O 1.768 0.833 -0.222  -0.52
C 1.143 0.208 1.003  -0.09
H -0.950 0.992 -1.326  0.17
H -1.742 -0.987 -0.564  0.23
H -1.786 -0.660 1.150  0.22
H 0.025 -1.811 0.912  0.23
H 0.513 -1.999 -1.527  0.23
H 1.941 0.198 -2.318  0.22
H 1.999 -0.170 1.594  0.20
H 0.761 1.140 1.480  0.21



# C6H9NO

A structure of composition C6H9NO at a distorted geometry (wB97M-V/def2-TZVPD, the Open Molecules 2025 dataset).

Properties
Multiplicity: 1
Charge: 0
Relative energy (zero: lowest compared OMol25 entry of this formula, charge and spin): 5.6094 eV
LUMO: 1.0 eV

Last column: natural (NBO) charge in e.
Atoms and positions in Å:
C -0.004 2.033 0.876  -0.41
C -1.015 -0.410 0.492  -0.11
C -0.624 -0.299 -1.064  0.05
C 0.019 -1.593 -1.147  -0.43
C 1.062 -0.751 -0.314  0.07
C 0.315 -0.525 0.947  -0.13
H -0.245 2.374 -0.151  0.19
H 1.204 1.872 0.952  0.20
H -0.488 2.814 1.489  0.20
H -1.994 -0.928 0.722  0.22
H -1.236 0.254 -1.794  0.20
H -0.485 -2.399 -0.676  0.22
H 0.627 -1.559 -2.116  0.23
H 2.257 -0.763 -0.293  0.22
H 0.514 -1.249 1.801  0.21
N -0.443 0.720 1.332  -0.40
O 0.535 0.409 -1.056  -0.52



# C6H9NO

An isolated molecule of C6H9NO at a distorted geometry (wB97M-V/def2-TZVPD, the Open Molecules 2025 dataset).

Properties
Multiplicity: 1
Charge: 0
Relative energy (zero: lowest compared OMol25 entry of this formula, charge and spin): 3.7403 eV
LUMO: 1.0 eV

Last column: natural (NBO) charge in e.
Atoms and positions in Å:
C -1.651 0.164 -1.330  -0.61
C -0.626 -0.076 -0.418  0.19
C -0.798 0.358 1.008  -0.43
C 0.264 -0.691 1.121  0.06
C 1.445 -0.154 0.392  -0.08
C 0.717 0.445 -0.766  -0.10
H -2.626 -0.311 -1.144  0.23
H -1.828 1.224 -1.475  0.23
H -1.276 -0.175 -2.359  0.21
H -1.749 0.057 1.439  0.22
H -0.651 1.432 1.124  0.19
H 0.462 -1.123 2.056  0.20
H 2.294 -0.718 0.296  0.21
H 0.977 1.902 0.774  0.36
H 1.119 0.282 -1.751  0.21
N 1.460 1.265 0.140  -0.58
O -0.380 -1.462 0.002  -0.51



# C6H9NO

A structure of composition C6H9NO at a distorted geometry (wB97M-V/def2-TZVPD, the Open Molecules 2025 dataset).

Properties
Multiplicity: 1
Charge: 0
Relative energy (zero: lowest compared OMol25 entry of this formula, charge and spin): 8.5163 eV
LUMO: -1.0 eV

Last column: natural (NBO) charge in e.
Atoms and positions in Å:
C -1.975 -0.526 0.324  -0.12
C -0.563 -0.356 0.022  -0.08
C 0.253 -1.012 -0.725  -0.20
C 1.622 -0.388 -0.462  -0.12
C 1.384 1.023 -0.552  -0.40
C 0.453 0.665 0.709  -0.09
H -1.725 1.742 -0.509  0.40
H -2.203 -0.607 1.448  0.18
H -2.417 -1.626 0.022  0.19
H -0.302 -2.066 -1.083  0.24
H 2.450 -0.789 -1.204  0.21
H 1.968 1.782 -0.185  0.22
H 0.873 1.461 -1.453  0.20
H 0.118 1.601 1.323  0.22
H 1.286 -1.216 1.446  0.35
N 1.601 -0.288 1.080  -0.58
O -2.823 0.599 -0.202  -0.63